{
  "formula": "C2H3NS2",
  "method": "ωB97M-V/def2-TZVPD",
  "smiles": "C=NSC=S",
  "fmax_ha_per_bohr": 0.0401,
  "total_charge": 0,
  "relative_energy_kj_mol": 131.19,
  "orbital_gap_ev": 8.642,
  "homo_energy_ev": -8.91,
  "e_lumo_ev": -0.27,
  "total_energy_ev": -25281.21033,
  "species": ["C", "C", "H", "H", "H", "N", "S", "S"],
  "xyz": [[-1.88803, -0.20842, 0.12337], [1.87067, 0.34476, -0.08886], [-1.91966, -1.21846, 0.62078], [-2.82662, 0.39024, 0.29053], [1.78321, 1.44044, -0.19249], [-0.83490, 0.26518, -0.39975], [0.50207, -0.72854, -0.30879], [3.31326, -0.28521, -0.04478]],
  "forces_ev_per_a": [[-0.804, -0.446, 1.163], [-1.486, 0.822, -1.170], [0.087, 0.760, -0.540], [1.077, -0.371, -0.828], [-0.733, -0.540, 0.324], [-0.929, 0.890, 0.546], [1.072, -0.292, 0.102], [1.717, -0.822, 0.404]]
}



{
  "formula": "C2H3NS2",
  "method": "ωB97M-V/def2-TZVPD",
  "fmax_ha_per_bohr": 0.0842,
  "total_charge": 0,
  "relative_energy_kj_mol": 166.62,
  "orbital_gap_ev": 7.377,
  "homo_energy_ev": -8.14,
  "e_lumo_ev": -0.76,
  "total_energy_ev": -25280.84309,
  "species": ["C", "C", "N", "S", "S", "H", "H", "H"],
  "xyz": [[0.72867, -1.11012, -0.13359], [-0.81774, 0.03795, -0.03985], [-0.38110, 1.27232, -0.06109], [2.13148, -0.35903, 0.00078], [-2.10732, -0.88744, -0.02786], [0.49679, -2.25527, -0.16608], [0.63463, 1.24355, -0.06978], [-0.68540, 2.05803, 0.49748]],
  "forces_ev_per_a": [[-1.920, 1.084, 0.301], [2.794, -3.283, -0.407], [0.599, 0.511, 0.368], [-0.062, -0.768, -0.125], [-1.413, 0.242, 0.268], [0.261, 2.249, -0.044], [0.634, 0.275, -0.143], [-0.893, -0.310, -0.217]]
}



{
  "formula": "C2H3NS3",
  "method": "ωB97M-V/def2-TZVPD",
  "smiles": "S=C(S)/C=N/S",
  "fmax_ha_per_bohr": 0.0938,
  "total_charge": 0,
  "relative_energy_kj_mol": 265.39,
  "orbital_gap_ev": 7.535,
  "homo_energy_ev": -9.18,
  "e_lumo_ev": -1.65,
  "total_energy_ev": -36115.37508,
  "species": ["C", "C", "H", "H", "H", "N", "S", "S", "S"],
  "xyz": [[0.57791, 0.27455, 0.18860], [0.55417, -0.53080, 1.36948], [-0.90886, 0.68191, -2.79132], [1.09533, 1.40227, 0.16284], [-1.70590, -0.69891, 0.12894], [-0.22256, -0.08519, -0.84631], [0.12931, 0.94489, -2.13734], [-1.11366, -1.38030, 1.30824], [1.59427, -0.60843, 2.61688]],
  "forces_ev_per_a": [[-0.991, 2.641, -3.429], [-2.311, -0.920, 0.749], [-2.293, -0.634, -1.538], [-0.823, -3.338, 0.156], [1.178, -1.374, 2.385], [3.828, 2.164, 1.977], [1.881, 0.753, 0.882], [0.066, 0.711, -0.284], [-0.536, -0.003, -0.899]]
}



{
  "formula": "C2H3NS3",
  "method": "ωB97M-V/def2-TZVPD",
  "fmax_ha_per_bohr": 0.0630,
  "total_charge": 0,
  "relative_energy_kj_mol": 246.53,
  "orbital_gap_ev": 8.502,
  "homo_energy_ev": -8.75,
  "e_lumo_ev": -0.25,
  "total_energy_ev": -36115.57054,
  "species": ["C", "C", "N", "S", "S", "S", "H", "H", "H"],
  "xyz": [[1.36520, -1.54361, 0.97853], [-0.79178, 0.06888, -1.19561], [-0.64368, 1.72526, 0.65988], [2.33887, -1.75982, -0.21108], [0.38075, -1.72290, 2.19800], [-0.37450, 1.61359, -0.81873], [-0.28594, -0.30836, -1.98840], [-1.14498, -0.75257, -0.53098], [-0.84394, 2.67953, 0.90838]],
  "forces_ev_per_a": [[-0.767, -1.395, 1.054], [-0.160, 0.871, 1.936], [-0.601, 0.759, 2.169], [-0.029, 0.627, 0.029], [0.826, 0.765, -1.062], [-0.692, -2.708, -1.486], [1.154, -0.832, -2.908], [0.034, 1.387, -0.004], [0.235, 0.526, 0.272]]
}



{
  "formula": "C2H3NaO4",
  "method": "ωB97M-V/def2-TZVPD",
  "fmax_ha_per_bohr": 0.0835,
  "total_charge": -2,
  "relative_energy_kj_mol": 31.59,
  "orbital_gap_ev": 2.979,
  "homo_energy_ev": 1.45,
  "e_lumo_ev": 4.42,
  "total_energy_ev": -14727.80546,
  "species": ["Na", "C", "O", "O", "O", "C", "O", "H", "H", "H"],
  "xyz": [[-20.46674, -3.17097, 7.42360], [-21.34624, -0.85552, 8.60381], [-22.17223, -1.64454, 8.05861], [-20.13711, -1.06804, 8.53144], [-21.80604, 0.20072, 9.17716], [-17.04594, -4.37408, 6.68764], [-18.11693, -3.53555, 6.27686], [-16.19633, -3.74923, 6.96300], [-17.27239, -5.15061, 7.41827], [-16.67770, -4.96923, 5.85201]],
  "forces_ev_per_a": [[0.720, 1.281, 0.060], [-2.063, 2.919, 1.027], [-1.886, -2.931, -1.522], [4.056, -1.394, -0.164], [-0.227, 0.525, 0.513], [-1.788, 1.661, -1.665], [0.380, -1.510, 0.848], [0.523, -0.024, 0.732], [-0.117, -0.047, 0.926], [0.402, -0.480, -0.755]]
}



{
  "formula": "C2H3NiO2",
  "method": "ωB97M-V/def2-TZVPD",
  "spin_multiplicity": 3,
  "fmax_ha_per_bohr": 0.0545,
  "total_charge": -1,
  "relative_energy_kj_mol": 105.46,
  "orbital_gap_ev": [6.709, 6.295],
  "homo_energy_ev": [-2.90, -2.63],
  "e_lumo_ev": [3.81, 3.66],
  "total_energy_ev": -47254.75298,
  "species": ["O", "Ni", "O", "C", "C", "H", "H", "H"],
  "xyz": [[0.42776, 0.84845, 1.59962], [0.24753, 1.68691, -0.20108], [-0.50939, 2.01181, 1.47319], [-0.15543, -1.04322, -0.13740], [-0.03466, -0.07157, -1.12797], [0.42696, -1.97838, -0.15273], [-1.07780, -1.06766, 0.46304], [0.67504, -0.38633, -1.91666]],
  "forces_ev_per_a": [[-0.671, 1.892, -0.215], [-1.154, -1.528, 1.062], [1.143, -0.669, -0.223], [-1.188, 0.633, -2.460], [1.005, -1.016, 1.195], [-0.309, 0.116, -0.177], [1.034, 0.423, 0.555], [0.141, 0.150, 0.263]]
}



Copy entry 5 word for word.
{
  "formula": "C2H3NaO4",
  "method": "ωB97M-V/def2-TZVPD",
  "fmax_ha_per_bohr": 0.0835,
  "total_charge": -2,
  "relative_energy_kj_mol": 31.59,
  "orbital_gap_ev": 2.979,
  "homo_energy_ev": 1.45,
  "e_lumo_ev": 4.42,
  "total_energy_ev": -14727.80546,
  "species": ["Na", "C", "O", "O", "O", "C", "O", "H", "H", "H"],
  "xyz": [[-20.46674, -3.17097, 7.42360], [-21.34624, -0.85552, 8.60381], [-22.17223, -1.64454, 8.05861], [-20.13711, -1.06804, 8.53144], [-21.80604, 0.20072, 9.17716], [-17.04594, -4.37408, 6.68764], [-18.11693, -3.53555, 6.27686], [-16.19633, -3.74923, 6.96300], [-17.27239, -5.15061, 7.41827], [-16.67770, -4.96923, 5.85201]],
  "forces_ev_per_a": [[0.720, 1.281, 0.060], [-2.063, 2.919, 1.027], [-1.886, -2.931, -1.522], [4.056, -1.394, -0.164], [-0.227, 0.525, 0.513], [-1.788, 1.661, -1.665], [0.380, -1.510, 0.848], [0.523, -0.024, 0.732], [-0.117, -0.047, 0.926], [0.402, -0.480, -0.755]]
}



Repeat the fifth record exactly.
{
  "formula": "C2H3NaO4",
  "method": "ωB97M-V/def2-TZVPD",
  "fmax_ha_per_bohr": 0.0835,
  "total_charge": -2,
  "relative_energy_kj_mol": 31.59,
  "orbital_gap_ev": 2.979,
  "homo_energy_ev": 1.45,
  "e_lumo_ev": 4.42,
  "total_energy_ev": -14727.80546,
  "species": ["Na", "C", "O", "O", "O", "C", "O", "H", "H", "H"],
  "xyz": [[-20.46674, -3.17097, 7.42360], [-21.34624, -0.85552, 8.60381], [-22.17223, -1.64454, 8.05861], [-20.13711, -1.06804, 8.53144], [-21.80604, 0.20072, 9.17716], [-17.04594, -4.37408, 6.68764], [-18.11693, -3.53555, 6.27686], [-16.19633, -3.74923, 6.96300], [-17.27239, -5.15061, 7.41827], [-16.67770, -4.96923, 5.85201]],
  "forces_ev_per_a": [[0.720, 1.281, 0.060], [-2.063, 2.919, 1.027], [-1.886, -2.931, -1.522], [4.056, -1.394, -0.164], [-0.227, 0.525, 0.513], [-1.788, 1.661, -1.665], [0.380, -1.510, 0.848], [0.523, -0.024, 0.732], [-0.117, -0.047, 0.926], [0.402, -0.480, -0.755]]
}